(1)
Entry from the Open Molecules 2025 dataset: 12 unconnected molecules or ions with the total composition C24H76N20O12 (wB97M-V/def2-TZVPD).

Geometry as XYZ:
```
132
Properties=species:S:1:pos:R:3:forces:R:3
C -12.52758 -4.72264 -26.67306 -1.17 -0.29 0.80
O -12.59430 -3.39960 -27.13624 0.39 0.01 -1.01
C -11.75378 -2.51267 -26.42285 -0.61 -0.44 0.13
C -12.06954 -1.07873 -26.80799 1.04 0.29 -0.12
C -12.08491 -0.86271 -28.32798 -0.88 -0.68 0.88
N -11.00810 -0.27269 -26.16301 -0.59 -0.38 0.22
H -11.54765 -5.06598 -26.32541 0.07 0.36 0.10
H -12.88754 -5.46549 -27.39023 0.14 0.49 -0.56
H -13.29326 -4.76442 -25.88213 0.54 -0.46 0.44
H -11.95991 -2.63513 -25.35168 0.32 0.04 0.06
H -10.70628 -2.76897 -26.63198 0.06 0.11 0.07
H -13.03031 -0.82906 -26.35278 -0.04 0.17 -0.17
H -11.20610 -1.34064 -28.75729 0.10 0.29 -0.22
H -12.16321 0.20288 -28.53085 0.22 0.02 -0.24
H -12.97965 -1.36093 -28.70904 0.14 0.06 -0.31
H -10.94704 0.63739 -26.59732 0.14 0.02 0.01
H -10.13162 -0.76524 -26.28118 0.18 0.31 -0.07
C -14.90690 -12.76941 -24.36103 -0.92 0.71 0.41
O -15.42237 -14.03802 -24.65021 0.50 -0.73 0.10
C -16.47559 -14.04120 -25.56965 0.60 0.07 -0.94
C -16.81553 -15.45065 -25.98916 -0.78 -0.27 0.28
C -17.31253 -16.32991 -24.83918 -0.69 -1.62 -0.92
N -15.75454 -16.13798 -26.76509 -0.05 0.16 0.85
H -15.71389 -12.13087 -23.96257 0.05 -0.02 0.03
H -14.52145 -12.22950 -25.23248 0.34 -0.32 -0.11
H -14.17810 -12.87147 -23.56259 0.27 -0.04 -0.21
H -17.34449 -13.51626 -25.16019 -0.16 -0.08 -0.03
H -16.16400 -13.55398 -26.50579 -0.22 0.48 0.26
H -17.62206 -15.35524 -26.72423 -0.16 0.22 0.23
H -18.19590 -16.01676 -24.28220 0.45 0.74 0.29
H -16.52177 -16.75820 -24.22430 0.07 0.61 0.34
H -17.73853 -17.23141 -25.31813 0.22 0.05 -0.06
H -16.15869 -17.05515 -26.94069 0.24 -0.04 -0.26
H -14.97462 -16.32467 -26.13329 0.04 0.10 -0.10
C -17.08032 -11.93734 -29.04028 0.64 0.39 0.29
O -18.05466 -12.84436 -28.57323 0.07 -0.11 -0.46
C -19.04798 -12.22843 -27.81047 0.06 0.21 1.20
C -20.40141 -12.88629 -27.99833 -0.24 0.55 -0.31
C -20.84424 -12.77668 -29.45115 0.38 0.65 -0.44
N -21.34039 -12.19412 -27.09509 -0.16 -0.19 -0.18
H -16.44461 -11.55247 -28.22788 -0.25 0.04 0.12
H -17.54279 -11.07959 -29.54185 0.00 -0.10 -0.13
H -16.36837 -12.43735 -29.69417 -0.35 -0.20 -0.20
H -18.80290 -12.27780 -26.73684 0.08 -0.20 -0.02
H -19.10464 -11.14267 -27.97986 -0.14 -0.06 -0.55
H -20.30311 -13.92735 -27.68344 -0.16 -0.04 -0.01
H -20.07901 -13.15401 -30.13268 -0.21 -0.36 0.03
H -20.92095 -11.71126 -29.70960 0.01 0.01 0.16
H -21.83054 -13.18345 -29.67505 0.12 -0.39 0.16
H -21.34589 -11.20540 -27.33846 0.19 0.00 0.05
H -22.27753 -12.48760 -27.35944 0.00 -0.15 0.28
C -11.12559 -12.12891 -24.59972 -0.29 0.26 0.82
O -10.03270 -12.85378 -25.08704 0.28 0.23 -0.11
C -10.25210 -14.24720 -25.18762 0.48 -0.38 -0.37
C -10.89430 -14.67664 -26.50698 -0.67 0.73 -1.04
C -11.95960 -15.75597 -26.33732 0.94 -0.10 0.98
N -9.86416 -15.06369 -27.49417 0.09 -0.23 -0.21
H -12.08360 -12.39795 -25.05209 0.09 0.00 -0.23
H -10.95253 -11.05811 -24.72107 0.08 -0.07 -0.42
H -11.21837 -12.24655 -23.50774 -0.07 -0.29 -0.09
H -9.25696 -14.70059 -25.20052 -0.03 0.00 0.21
H -10.78105 -14.62624 -24.30568 -0.19 0.12 -0.04
H -11.39933 -13.82331 -26.98600 -0.24 0.20 0.70
H -12.20604 -16.16002 -27.31574 -0.45 -0.10 0.14
H -12.79551 -15.35872 -25.75551 -0.31 0.20 -0.56
H -11.58542 -16.53796 -25.66320 0.18 -0.28 -0.47
H -10.33779 -15.34547 -28.35269 -0.14 -0.31 0.23
H -9.42048 -14.22201 -27.86599 0.17 0.02 0.40
N -13.54139 -9.11150 -29.01771 -0.45 -0.70 -0.07
C -13.40716 -9.68893 -27.78784 -0.65 1.63 0.26
N -12.79398 -8.83783 -26.91276 0.34 -0.79 0.47
O -13.92382 -10.75198 -27.43983 0.00 0.00 -0.04
H -14.04971 -9.61418 -29.73485 0.52 -0.19 -0.22
H -12.87694 -8.40838 -29.29068 -0.01 -0.01 -0.13
H -12.97112 -8.95194 -25.91198 0.26 -0.09 -0.29
H -12.44010 -7.97016 -27.26928 0.07 0.07 0.12
N -10.20939 -11.50726 -27.72410 -0.24 0.20 -0.74
C -10.23749 -11.79241 -29.06499 0.26 0.01 -0.07
N -11.11933 -10.97834 -29.74317 0.30 0.08 0.56
O -9.56118 -12.65995 -29.59346 -0.01 -0.15 0.13
H -10.78310 -10.73739 -27.42401 0.14 -0.13 0.50
H -9.58466 -11.97938 -27.09733 -0.08 -0.01 0.13
H -11.23544 -10.09455 -29.26931 -0.22 0.17 -0.58
H -11.08419 -10.97600 -30.74669 -0.05 -0.16 -0.03
N -16.09514 -10.72443 -32.94123 0.53 0.65 0.20
C -14.96926 -10.96034 -32.22285 0.28 -1.31 -0.12
N -14.56572 -12.26557 -32.17036 -0.21 0.81 0.02
O -14.31446 -10.07953 -31.65171 -0.32 0.41 0.08
H -16.41058 -9.75950 -32.98274 -0.32 -0.09 -0.12
H -16.65232 -11.47222 -33.30272 -0.09 0.01 0.01
H -13.90227 -12.55329 -31.45365 0.06 -0.22 -0.20
H -15.01769 -12.93483 -32.76322 0.07 -0.25 0.21
N -15.84949 -7.77958 -30.86453 -0.55 0.36 -0.72
C -17.00245 -7.52558 -31.55762 0.46 -0.54 1.68
N -17.88041 -6.70753 -30.87730 -0.51 0.02 -0.92
O -17.29622 -8.08271 -32.60341 -0.06 0.33 -0.38
H -15.68637 -7.28364 -30.00977 0.33 -0.18 0.05
H -15.18681 -8.44928 -31.25605 -0.03 0.01 0.20
H -18.69968 -6.44572 -31.39635 -0.03 0.03 0.09
H -17.71714 -6.24834 -30.00365 0.32 -0.03 -0.01
N -14.30540 -15.49917 -29.34717 -0.02 -0.55 -0.34
C -13.82908 -14.22557 -29.33492 0.29 0.61 0.25
N -14.27118 -13.50710 -28.26464 -0.13 -0.83 -0.13
O -13.08433 -13.78829 -30.21080 -0.16 0.02 -0.05
H -13.90625 -16.12085 -30.02606 0.00 0.05 -0.04
H -14.85607 -15.87382 -28.58242 0.09 0.18 -0.03
H -14.04268 -12.54625 -28.05765 0.24 0.14 -0.23
H -14.77905 -14.07205 -27.60660 -0.01 0.33 0.27
N -15.68349 -9.35247 -25.23220 0.45 -0.27 0.17
C -14.84238 -8.62904 -24.44197 -0.14 -0.37 -0.29
N -15.33925 -7.48598 -23.90285 -0.13 -0.08 -0.14
O -13.68251 -9.00245 -24.26975 0.02 0.29 0.30
H -15.23756 -10.14421 -25.67989 -0.20 0.09 -0.20
H -16.62901 -9.12009 -25.46555 0.00 0.17 0.02
H -14.74617 -6.96107 -23.28885 -0.06 -0.01 0.11
H -16.32660 -7.31582 -23.93648 0.02 0.22 0.15
N -9.43306 -7.77283 -25.94483 0.45 1.33 -0.42
C -8.87374 -6.60479 -25.47696 0.29 -0.43 1.33
N -8.45684 -6.75167 -24.16351 -0.17 0.16 -0.29
O -8.68472 -5.55955 -26.08504 -0.32 -0.48 -0.47
H -9.89167 -8.35250 -25.26753 -0.14 -0.29 -0.29
H -9.72930 -7.75804 -26.91274 -0.44 -0.51 0.22
H -8.78999 -7.54375 -23.64493 0.15 0.02 0.15
H -8.21288 -5.92628 -23.64764 -0.05 0.08 -0.06
N -9.03965 -7.97966 -30.37654 -0.71 0.30 1.12
C -9.70296 -7.48090 -29.28785 0.35 0.13 -1.07
N -9.48105 -6.15944 -29.03416 -0.40 -0.41 0.25
O -10.48799 -8.18232 -28.63931 -0.05 0.51 0.07
H -9.29523 -8.91962 -30.62305 0.43 -0.05 -0.31
H -8.37776 -7.39879 -30.85070 0.08 -0.37 -0.41
H -8.69619 -5.68982 -29.44732 0.05 0.02 0.07
H -9.79574 -5.81178 -28.14020 0.26 0.10 0.06
```
Forces are in eV/Å.

Results
Energy in Ha: -2958.3424
LUMO level in eV: 0.029
HOMO level in eV: -8.4
M in g mol⁻¹: 837.0
ΔE to the lowest compared entry with this formula, charge and spin in kJ/mol: 0.0
Orbital gap in Ha: 0.3085
Structure (SMILES): COC[C@H](C)N.COC[C@H](C)N.COC[C@H](C)N.COC[C@H](C)N.NC(N)=O.NC(N)=O.NC(N)=O.NC(N)=O.NC(N)=O.NC(N)=O.NC(N)=O.NC(N)=O
Spin multiplicity: 1

Löwdin population analysis, charges in e, atoms 1 to 2: number 1, C, carries -0.1147; number 2, O, carries -0.1908

---

(2)
Entry from the Open Molecules 2025 dataset: a molecular structure, C35H33N2O7S4SbTeTi (wB97M-V/def2-TZVPD).

Geometry as XYZ:
```
84
Properties=species:S:1:pos:R:3:forces:R:3
Ti -0.41971 0.50985 -0.47667 -1.31 -0.52 0.20
O 2.44178 1.56723 -0.62297 0.00 -0.04 0.03
C 2.21370 2.91439 -0.30264 0.02 0.02 -0.01
C 0.88105 3.42926 -0.81414 -0.03 0.01 -0.02
N -0.32956 2.80500 -0.23550 -0.01 -0.07 0.02
C -0.40528 3.00515 1.21546 0.10 0.05 0.06
C 0.39770 1.90116 1.90810 -0.01 -0.10 -0.13
O 0.98716 2.07889 2.94669 0.00 0.04 0.03
O 0.37068 0.77958 1.22917 0.25 0.20 0.24
C -1.47493 3.28882 -1.01464 0.00 0.03 0.00
C -1.55363 2.47546 -2.31192 -0.02 -0.09 -0.02
O -2.02321 2.96780 -3.32067 -0.04 0.00 0.01
O -1.07750 1.27489 -2.19651 0.29 0.20 -0.08
H 2.37304 1.45121 -1.58991 -0.05 0.00 0.01
H 2.99002 3.56620 -0.72948 -0.01 0.01 0.00
H 2.28494 3.00401 0.78223 0.01 0.00 0.01
H 0.83970 3.28059 -1.89674 0.00 -0.02 0.02
H 0.82733 4.51235 -0.62682 0.01 0.00 0.00
H -1.43905 2.87907 1.53889 0.00 0.02 0.01
H -0.02702 3.98460 1.52564 -0.05 0.01 -0.02
H -1.38784 4.35327 -1.25550 -0.01 0.00 0.02
H -2.39445 3.12296 -0.45487 0.01 -0.02 -0.02
S -2.89036 -0.25800 4.36378 -0.06 -0.05 0.03
Sb -1.32655 -1.70165 3.57246 0.16 0.06 0.01
S -2.69826 0.66164 0.35279 0.34 -0.04 -0.05
S -1.85821 -1.20790 0.21430 0.27 0.39 -0.31
S -2.02468 -3.88122 3.80802 -0.09 -0.06 0.07
C 4.56901 -4.08844 -3.74010 0.02 -0.01 -0.02
C 3.54284 -3.15516 -3.15591 -0.03 0.00 0.00
C 3.21309 -1.96104 -3.76256 0.02 0.02 0.02
C 2.28702 -1.07099 -3.20198 0.06 -0.02 0.01
C 2.05495 0.21864 -3.89009 -0.15 0.12 -0.01
O 2.03464 1.30036 -3.32393 0.12 -0.12 -0.07
C 1.85055 0.18759 -5.37816 0.03 0.01 0.08
C 2.23479 1.29176 -6.13199 -0.03 0.00 -0.03
C 2.02648 1.30506 -7.50128 0.01 0.01 0.02
C 1.40798 0.22462 -8.11827 0.00 0.00 -0.01
C 1.00574 -0.86949 -7.36612 0.00 0.00 0.01
C 1.23594 -0.89410 -5.99796 0.02 -0.02 -0.04
C 1.62508 -1.40178 -2.00314 -0.04 -0.03 0.05
O 0.77545 -0.59686 -1.43720 0.19 0.01 -0.12
C 1.89330 -2.66878 -1.43485 -0.04 0.02 -0.05
C 2.84790 -3.49295 -1.98934 0.03 -0.03 -0.02
C 1.07663 -3.15602 -0.27637 0.02 0.00 0.04
N 1.24508 -2.79887 0.92554 -0.07 0.01 0.00
C 2.22126 -1.78733 1.26573 0.13 0.01 -0.01
C 3.44682 -2.40466 1.92299 0.04 0.03 -0.01
Te 3.04053 -3.69233 3.58328 -0.01 0.02 0.03
C 2.35467 -5.32803 2.44951 -0.06 -0.11 -0.03
C 1.09014 -5.84714 2.70638 -0.01 0.05 0.06
C 0.62371 -6.93302 1.97454 0.00 0.03 -0.04
C 1.39465 -7.48278 0.96230 0.01 0.03 0.00
C 2.65144 -6.95399 0.69318 0.00 -0.03 -0.01
C 3.13643 -5.89464 1.44625 0.05 0.04 0.00
C -0.01321 -4.12863 -0.59425 0.02 0.02 -0.01
C -0.95446 -4.42338 0.38865 0.01 -0.02 -0.01
C -2.00884 -5.27797 0.12161 0.01 -0.02 0.02
C -2.13116 -5.86420 -1.13105 -0.02 -0.02 0.00
C -1.19911 -5.57754 -2.11915 0.00 0.03 0.00
C -0.15265 -4.70371 -1.85649 0.01 -0.03 0.00
H 5.03635 -3.65035 -4.62307 0.00 0.00 0.00
H 4.12057 -5.03964 -4.03743 0.00 0.00 0.01
H 5.35950 -4.31386 -3.02097 0.00 0.00 0.01
H 3.70307 -1.68201 -4.69019 0.00 0.00 0.00
H 2.68732 2.13404 -5.62536 0.00 0.00 0.00
H 2.33490 2.16181 -8.08738 -0.01 0.00 0.00
H 1.23075 0.24034 -9.18670 0.00 0.00 0.00
H 0.50695 -1.70359 -7.84290 0.00 0.00 0.00
H 0.92533 -1.74331 -5.40320 -0.01 0.01 0.00
H 3.03158 -4.45339 -1.51359 0.00 0.00 0.00
H 1.73389 -1.09022 1.94854 0.01 -0.05 0.04
H 2.55785 -1.20413 0.39844 0.00 0.01 0.04
H 4.09246 -1.62516 2.32998 -0.01 0.03 -0.03
H 4.03766 -2.98155 1.20975 -0.04 -0.03 -0.02
H 0.43990 -5.37279 3.43552 -0.03 0.00 -0.03
H -0.37197 -7.31063 2.16862 -0.02 0.01 0.01
H 1.01095 -8.30417 0.36953 0.00 -0.01 -0.01
H 3.26032 -7.37154 -0.10119 0.00 0.00 0.00
H 4.12733 -5.50260 1.24415 0.00 0.01 0.01
H -0.87625 -3.97367 1.36828 0.02 0.03 0.07
H -2.73111 -5.46050 0.90863 -0.01 -0.01 -0.02
H -2.95946 -6.53054 -1.34375 0.00 0.00 0.00
H -1.29591 -6.01678 -3.10537 0.00 -0.01 0.00
H 0.55042 -4.46535 -2.64388 0.00 -0.01 -0.01
```
Forces are in eV/Å.

Results
Energy in Ha: -4940.5388
LUMO level in eV: 3.592
HOMO level in eV: -1.4
M in g mol⁻¹: 1019.2
Net charge: -2
ΔE to the lowest compared entry with this formula, charge and spin in kJ/mol: 0.0
Orbital gap in Ha: 0.1819
Spin multiplicity: 1

Löwdin population analysis, charges in e, atoms 1 to 2: number 1, Ti, carries 0.6882; number 2, O, carries -0.0661